# 1
Below is a molecular structure, C24H37BrN3NiSi, with properties calculated with wB97M-V/def2-TZVPD.

```
67
Properties=species:S:1:pos:R:3
Ni -8.19019 -13.26163 -5.36455
C -7.43770 -18.48095 -5.12528
C -7.80644 -17.34412 -6.06965
C -8.27174 -17.64893 -7.37478
C -8.70884 -16.60807 -8.20118
C -8.57102 -15.30501 -7.72134
Br -8.87542 -14.07113 -9.18315
N -8.16615 -14.99531 -6.44705
C -7.76680 -16.01814 -5.65422
H -7.40766 -19.42880 -5.68539
H -8.15824 -18.57235 -4.29328
H -6.45405 -18.39115 -4.64072
H -8.27750 -18.69126 -7.68505
H -9.14872 -16.79348 -9.18660
H -7.37769 -15.72106 -4.67749
C -9.05453 -15.32422 -2.75387
C -8.79713 -13.91876 -2.14466
C -10.13511 -13.15926 -2.19873
C -8.37260 -14.12749 -0.67855
Si -7.57186 -12.89407 -3.21202
C -7.65209 -10.92915 -2.90578
C -6.42532 -10.30956 -3.62790
C -8.97141 -10.30155 -3.46708
C -7.57758 -10.56202 -1.40017
C -5.69577 -13.56693 -2.95663
C -5.55649 -15.08643 -2.74182
C -5.08803 -12.91068 -1.65732
C -4.94426 -13.19517 -4.25622
H -10.00069 -15.67898 -2.30071
H -8.28061 -16.04771 -2.54339
H -9.19668 -15.30663 -3.83789
H -10.89629 -13.75579 -1.65928
H -10.49782 -13.01118 -3.22806
H -10.08225 -12.22851 -1.64536
H -8.97805 -14.96764 -0.25034
H -8.44511 -13.21670 -0.03881
H -7.36242 -14.53902 -0.64372
H -6.49271 -10.47530 -4.69875
H -5.48519 -10.62672 -3.23420
H -6.44181 -9.19750 -3.55959
H -9.00429 -10.11869 -4.55475
H -9.06226 -9.30759 -3.01202
H -9.84437 -10.90965 -3.19837
H -6.63481 -10.87714 -0.93691
H -8.43210 -10.95610 -0.83690
H -7.57705 -9.47321 -1.34473
H -6.15420 -15.43417 -1.90699
H -4.50803 -15.26549 -2.56528
H -5.83175 -15.67835 -3.60635
H -5.66767 -13.23117 -0.76338
H -5.16581 -11.82765 -1.70364
H -4.03653 -13.19018 -1.50560
H -5.09645 -13.90976 -5.07893
H -3.86419 -13.21887 -3.96644
H -5.19371 -12.19528 -4.64361
N -5.73375 -8.65355 -7.62534
C -6.80003 -9.13617 -7.56282
C -7.96497 -9.88849 -7.45385
C -9.28964 -9.49038 -7.76703
C -10.34425 -10.34550 -7.45854
C -10.09119 -11.50653 -6.71896
N -8.77793 -11.86652 -6.42761
C -7.74453 -11.09442 -6.84725
H -9.48129 -8.54413 -8.25510
H -11.37073 -10.03691 -7.70857
H -10.84340 -12.20881 -6.41097
H -6.72497 -11.39274 -6.74090
```

Properties
Expectation value of S² = 2.006
HOMO energy (spin up / spin down) = -11.04 / -11.71 eV
Multiplicity = 3
Frontier orbital gap (spin up / spin down) = 0.2736 / 0.2603 hartree
Max |F| = 4.7 eV/A
E_LUMO (spin up / spin down) = -3.6001 / -4.6279 eV
Net charge = +1

Okay, here come the Mulliken numbers, in e, for every atom: number 1, Ni, carries -0.585; number 2, C, carries -1.287; number 3, C, carries 0.626; number 4, C, carries -0.626; number 5, C, carries -0.655; number 6, C, carries 0.178; number 7, Br, carries -0.126; number 8, N, carries 0.135; number 9, C, carries 0.670; number 10, H, carries 0.381; number 11, H, carries 0.283; number 12, H, carries 0.317; number 13, H, carries 0.381; number 14, H, carries 0.410; number 15, H, carries -0.715; number 16, C, carries -1.665; number 17, C, carries 2.437; number 18, C, carries -2.124; number 19, C, carries -1.537; number 20, Si, carries -0.246; number 21, C, carries 2.336; number 22, C, carries -1.625; number 23, C, carries -1.485; number 24, C, carries -1.516; number 25, C, carries 2.173; number 26, C, carries -1.884; number 27, C, carries -1.577; number 28, C, carries -1.702; number 29, H, carries 0.580; number 30, H, carries 0.302; number 31, H, carries 0.142; number 32, H, carries 0.563; number 33, H, carries 0.275; number 34, H, carries 0.437; number 35, H, carries 0.458; number 36, H, carries 0.257; number 37, H, carries 0.349; number 38, H, carries 0.090; number 39, H, carries 0.374; number 40, H, carries 0.493; number 41, H, carries 0.149; number 42, H, carries 0.579; number 43, H, carries 0.223; number 44, H, carries 0.294; number 45, H, carries 0.278; number 46, H, carries 0.612; number 47, H, carries 0.220; number 48, H, carries 0.639; number 49, H, carries 0.288; number 50, H, carries 0.255; number 51, H, carries 0.327; number 52, H, carries 0.536; number 53, H, carries 0.232; number 54, H, carries 0.511; number 55, H, carries 0.259; number 56, N, carries -0.498; number 57, C, carries -0.174; number 58, C, carries 0.611; number 59, C, carries -0.402; number 60, C, carries -0.714; number 61, C, carries -0.545; number 62, N, carries 0.233; number 63, C, carries -0.364; number 64, H, carries 0.511; number 65, H, carries 0.431; number 66, H, carries 0.500; number 67, H, carries 0.719


# 2
Below is 12 unconnected molecules or ions with the total composition C44H122N10O14, with properties calculated with wB97M-V/def2-TZVPD.

```
190
Properties=species:S:1:pos:R:3
C 0.33393 0.79453 0.87647
C 0.34475 -0.46894 0.01393
O 0.44694 -0.32618 -1.39746
O 1.67062 1.25039 0.93386
H -0.00459 0.47211 1.86113
H -0.38642 1.46607 0.40933
H -0.55813 -1.06415 0.15043
H 1.20496 -1.08091 0.28528
H 1.31224 -0.09481 -1.74290
H 1.83687 1.58615 1.81774
C 1.88580 4.38223 -2.47843
C 0.63100 4.63266 -1.58409
O 0.08494 3.41376 -1.23361
O 2.94368 3.93068 -1.62229
H 2.18585 5.37559 -2.81206
H 1.61886 3.75006 -3.32531
H -0.17806 5.04594 -2.18636
H 0.74831 5.31355 -0.74105
H 0.80346 2.81826 -1.00841
H 3.10772 4.55630 -0.91285
C -1.75394 2.76732 3.70953
C -1.58963 4.28168 3.70246
C -0.61718 4.76482 4.84207
O -1.16336 4.31604 6.06543
C -0.69100 4.84704 7.36800
N -0.95119 4.52742 2.42309
H -0.81799 2.21968 3.81994
H -2.15252 2.33238 2.79298
H -2.49100 2.57006 4.48795
H -2.51180 4.84923 3.82732
H -0.45049 5.84128 4.80270
H 0.40738 4.40121 4.76356
H -0.60923 5.93219 7.43025
H 0.27997 4.42291 7.62377
H -1.41829 4.50771 8.10556
H -0.20965 3.84722 2.50993
H -1.61005 4.18399 1.73894
C -2.63298 -6.17598 -3.50990
C -1.16397 -5.77535 -3.80801
C -1.02005 -4.28654 -3.60485
O 0.35998 -3.93208 -3.85692
C 0.70377 -2.64828 -3.42057
N -0.23247 -6.48093 -2.92149
H -2.80506 -7.15199 -3.96367
H -3.40168 -5.47941 -3.84455
H -2.83664 -6.30592 -2.44701
H -1.12526 -6.00722 -4.87236
H -1.30873 -4.05607 -2.57936
H -1.54833 -3.60402 -4.27057
H 0.59692 -2.71212 -2.33770
H 0.08681 -1.83240 -3.79714
H 1.75504 -2.44328 -3.62282
H 0.60172 -5.99050 -3.21080
H -0.46012 -6.16253 -1.99042
C 3.93213 -1.24101 -0.97627
C 4.19226 0.18346 -1.53023
C 4.89293 0.17755 -2.88616
O 6.11261 -0.53722 -2.80274
C 7.10426 -0.31727 -3.78830
N 3.01921 0.96581 -1.59402
H 3.15919 -1.68890 -1.60082
H 3.47148 -1.15137 0.00753
H 4.77632 -1.92176 -0.86657
H 4.80849 0.66944 -0.77380
H 4.95471 1.17816 -3.31401
H 4.34569 -0.53480 -3.50356
H 6.66510 -0.52795 -4.76341
H 8.02928 -0.83525 -3.53507
H 7.31344 0.75122 -3.73655
H 2.77172 1.06791 -0.62015
H 3.34869 1.89054 -1.83157
C 4.67162 1.28040 4.33580
C 3.64970 0.64119 3.43761
C 3.41138 -0.85320 3.81286
O 4.64592 -1.51651 3.78066
C 4.67773 -2.83161 4.38119
N 2.49546 1.52917 3.51113
H 5.56891 0.68870 4.51710
H 4.22054 1.43622 5.31577
H 5.02016 2.29184 4.12695
H 4.10020 0.69835 2.44672
H 2.71383 -1.24729 3.07379
H 2.91989 -0.91303 4.78391
H 5.62826 -3.36145 4.31897
H 3.99706 -3.55787 3.93698
H 4.40612 -2.68062 5.42596
H 2.90924 2.44526 3.60939
H 2.13944 1.33150 4.43540
C -2.21141 -6.58577 2.11958
C -1.33580 -6.69006 0.86802
C -0.25556 -5.58690 0.94605
O 0.54681 -5.51279 -0.21303
C 1.54450 -4.45485 -0.22981
N -0.74310 -8.01400 0.93069
H -2.94369 -7.37864 2.27199
H -2.80178 -5.67542 2.01548
H -1.60812 -6.38057 3.00391
H -1.95981 -6.56944 -0.01751
H 0.37729 -5.77732 1.81285
H -0.77040 -4.63728 1.09184
H 1.98277 -4.54877 -1.22339
H 2.27991 -4.72519 0.52793
H 1.15054 -3.45127 -0.06945
H -1.46722 -8.65053 0.62972
H -0.08885 -8.10086 0.16616
C -5.83412 -1.95909 -4.85561
C -5.47885 -3.08873 -3.92425
C -4.61606 -2.56902 -2.74894
O -4.05002 -3.57058 -1.93981
C -3.19387 -2.91659 -0.92755
N -6.78236 -3.63935 -3.47975
H -6.63235 -2.19113 -5.56066
H -4.90061 -1.68998 -5.34982
H -6.08912 -1.09139 -4.24719
H -4.95931 -3.89439 -4.44300
H -5.24504 -1.99111 -2.07181
H -3.82582 -1.97473 -3.20769
H -3.79299 -2.48124 -0.12778
H -2.57737 -2.13809 -1.37695
H -2.56196 -3.64148 -0.41441
H -7.28272 -3.89035 -4.32043
H -6.62479 -4.47334 -2.93227
C -0.35980 1.53274 -9.08425
C 0.20788 0.56448 -8.06377
C 0.90425 1.19338 -6.78636
O 0.98922 0.23190 -5.74939
C 1.55003 0.73249 -4.54359
N -0.96124 -0.19587 -7.59695
H -0.56942 1.03806 -10.03265
H 0.25830 2.42327 -9.19829
H -1.31596 1.96489 -8.78912
H 0.93855 -0.09895 -8.52646
H 0.32225 2.08112 -6.53874
H 1.91291 1.51077 -7.05088
H 1.78742 -0.08613 -3.86418
H 0.86795 1.41366 -4.03478
H 2.48499 1.28199 -4.65307
H -1.63514 0.43927 -7.19377
H -0.73434 -0.82266 -6.83817
C 4.81570 3.99024 1.15437
C 3.56135 4.62853 1.71783
C 3.50047 5.21226 3.13267
O 3.72763 4.17393 4.05828
C 3.55162 4.78031 5.35143
N 3.04193 5.48316 0.69592
H 4.96794 2.96090 1.47900
H 5.60974 4.66640 1.47123
H 4.82878 3.99289 0.06445
H 2.88577 3.78385 1.85276
H 2.46482 5.54797 3.18573
H 4.25554 5.98682 3.26688
H 3.87276 4.08999 6.13144
H 2.56030 5.19672 5.53033
H 4.23081 5.63134 5.40186
H 3.68864 6.24164 0.53291
H 2.16678 5.90888 0.96607
C -0.26399 -2.16086 3.79294
C -1.81270 -2.18936 3.89470
C -2.63813 -1.12145 3.04822
O -3.96451 -1.13538 3.56634
C -4.90432 -0.37342 2.93277
N -2.14605 -3.54879 3.67298
H 0.17647 -1.31233 4.31647
H -0.05298 -2.04273 2.73011
H 0.25279 -3.06773 4.10700
H -2.03195 -2.02277 4.94935
H -2.62810 -1.31708 1.97596
H -2.32275 -0.08784 3.19061
H -5.83239 -0.80279 3.31017
H -4.84837 -0.29039 1.84738
H -4.92894 0.62717 3.36442
H -3.08351 -3.63996 4.03762
H -1.66052 -4.15987 4.31403
C -3.23182 1.08830 0.15985
C -3.73513 2.56798 0.00863
C -4.78576 2.96599 1.06801
O -5.20302 4.34917 0.81449
C -6.05710 4.92587 1.80689
N -2.52642 3.37289 0.18339
H -2.87485 0.85485 1.16294
H -2.36479 1.00119 -0.49496
H -3.98451 0.40736 -0.23748
H -4.06751 2.75581 -1.01232
H -4.45494 2.91323 2.10526
H -5.66170 2.31738 1.05611
H -6.58584 5.66596 1.20622
H -5.54896 5.34977 2.67303
H -6.76352 4.22112 2.24551
H -1.77439 3.14501 -0.45113
H -2.64192 4.37351 0.10911
```

Properties
Expectation value of S² = 0.755
HOMO energy (spin up / spin down) = -10.58 / -10.58 eV
Multiplicity = 2
Frontier orbital gap (spin up / spin down) = 0.3181 / 0.0917 hartree
Max |F| = 3.5 eV/A
E_LUMO (spin up / spin down) = -1.9273 / -8.0865 eV
Net charge = +1

Mulliken population analysis, charges in e, atoms 1 to 99: number 1, C, carries 1.646; number 2, C, carries -0.130; number 3, O, carries -0.002; number 4, O, carries 2.210; number 5, H, carries -0.061; number 6, H, carries -1.300; number 7, H, carries 0.330; number 8, H, carries -0.219; number 9, H, carries -0.518; number 10, H, carries -0.992; number 11, C, carries -0.612; number 12, C, carries -0.530; number 13, O, carries -0.481; number 14, O, carries -0.453; number 15, H, carries 0.422; number 16, H, carries 0.165; number 17, H, carries 0.465; number 18, H, carries 0.203; number 19, H, carries -0.093; number 20, H, carries 0.321; number 21, C, carries -0.420; number 22, C, carries 0.475; number 23, C, carries -0.482; number 24, O, carries -0.338; number 25, C, carries -0.761; number 26, N, carries -0.614; number 27, H, carries 0.295; number 28, H, carries -0.505; number 29, H, carries 0.476; number 30, H, carries 0.430; number 31, H, carries 0.543; number 32, H, carries -0.393; number 33, H, carries 0.312; number 34, H, carries 0.275; number 35, H, carries 0.259; number 36, H, carries -0.119; number 37, H, carries 0.639; number 38, C, carries -0.796; number 39, C, carries 0.027; number 40, C, carries 0.122; number 41, O, carries -0.536; number 42, C, carries -0.269; number 43, N, carries -0.703; number 44, H, carries 0.361; number 45, H, carries -0.003; number 46, H, carries 0.112; number 47, H, carries 0.340; number 48, H, carries -0.272; number 49, H, carries 0.636; number 50, H, carries -0.028; number 51, H, carries 0.200; number 52, H, carries 0.250; number 53, H, carries 0.425; number 54, H, carries 0.093; number 55, C, carries -0.818; number 56, C, carries 0.880; number 57, C, carries -0.985; number 58, O, carries -0.396; number 59, C, carries -0.781; number 60, N, carries 0.707; number 61, H, carries 0.060; number 62, H, carries -0.181; number 63, H, carries 0.534; number 64, H, carries 0.553; number 65, H, carries 0.691; number 66, H, carries 0.368; number 67, H, carries 0.295; number 68, H, carries 0.263; number 69, H, carries 0.346; number 70, H, carries -1.143; number 71, H, carries 0.233; number 72, C, carries -1.653; number 73, C, carries 1.465; number 74, C, carries -0.830; number 75, O, carries -0.389; number 76, C, carries -0.776; number 77, N, carries -0.047; number 78, H, carries 0.444; number 79, H, carries 0.387; number 80, H, carries 0.354; number 81, H, carries -0.511; number 82, H, carries 0.197; number 83, H, carries 0.578; number 84, H, carries 0.289; number 85, H, carries 0.255; number 86, H, carries 0.356; number 87, H, carries -0.491; number 88, H, carries 0.449; number 89, C, carries -1.279; number 90, C, carries 1.224; number 91, C, carries -0.457; number 92, O, carries -0.287; number 93, C, carries -0.612; number 94, N, carries -0.825; number 95, H, carries 0.429; number 96, H, carries 0.225; number 97, H, carries 0.226; number 98, H, carries -0.370; number 99, H, carries 0.514